The following is a quantum chemistry calculation of C34H60N14O4Sn as an isolated structure, from the Open Molecules 2025 dataset.

HOMO energy (alpha / beta), eV: -8.475 / -8.476
2S+1: 1
Total energy, hartree: -2612.5484
F_max, Eh/bohr: 0.075
Orbital gap (alpha / beta), eV: 2.9 / 2.9
Total charge: +2

```
113
Properties=species:S:1:pos:R:3:forces:R:3:mulliken_charge:R:1
Sn -0.2719 0.1430 0.3860 0.15 -0.27 1.59 0.560
O 2.7793 4.2176 6.6325 -1.11 -1.58 -0.44 -0.379
O -2.4952 1.8519 1.6114 -0.81 -0.27 -1.19 -0.756
O 2.0526 3.5996 4.6263 -0.19 -0.80 1.44 -0.641
O 0.5239 1.9467 0.8216 -0.69 -0.45 0.27 -0.089
N -2.3559 -0.2058 0.6710 0.07 1.21 -0.66 0.565
N 2.1129 -0.9718 0.6287 -0.87 -0.41 -1.25 0.660
N 1.6527 2.2977 0.1279 0.92 -0.98 0.78 1.710
N -0.7905 -4.6875 -2.5173 0.59 -0.22 -0.45 0.261
N -0.9876 0.8674 4.3762 0.27 -2.23 -1.48 0.131
N 2.7035 4.3692 5.4294 1.13 2.01 -1.55 0.154
N 2.8172 4.0185 -0.8953 -1.43 0.18 1.49 0.363
N -1.9281 -2.3164 0.0059 -0.69 1.21 0.06 -0.248
N 0.0513 -0.3618 2.5580 0.36 0.06 -1.81 1.075
N 1.5427 -4.9212 -2.7012 0.31 0.37 0.74 0.134
N -1.7143 -1.2614 3.7730 0.90 0.81 -0.82 0.396
N 0.5643 -3.0233 -1.6120 0.75 -1.08 -1.32 0.750
N 0.8074 4.5522 0.3456 2.35 -2.99 -0.46 0.448
N -4.4573 0.7032 1.0543 0.07 -0.09 0.05 0.108
C 2.3678 -2.2400 -0.1795 -0.10 0.40 1.63 -1.095
C -0.6565 2.2654 -6.7957 -0.73 0.11 0.48 -0.329
C 3.1200 0.0850 0.2058 -1.12 -0.84 -0.06 -1.097
C 0.6009 1.2809 -4.9843 -0.02 -0.17 0.02 0.084
C 1.4569 -0.5249 3.0062 -0.78 2.10 0.50 -0.561
C -1.9595 -3.8522 -2.8640 0.65 0.24 1.13 -1.116
C -2.9525 -1.1609 4.4917 -0.41 -0.83 0.20 -1.371
C -2.8656 -1.4152 0.2604 2.55 -0.32 -0.04 0.640
C -0.6401 2.1991 3.9358 0.83 0.03 -0.44 -0.346
C 2.1048 -1.4226 2.0399 2.56 -0.66 0.06 -0.877
C -5.3374 1.6627 1.7346 0.49 1.64 -0.75 -1.153
C 2.7586 -5.1150 -1.8630 -1.13 0.56 0.08 -0.708
C 0.0925 4.5065 1.6331 0.98 -0.67 0.30 -0.768
C 0.4573 -4.2135 -2.3021 -0.76 0.86 0.91 0.552
C 1.5141 -5.8105 -3.8421 -0.21 -0.67 -1.66 -1.123
C 1.7661 3.6292 -0.1134 -1.34 1.90 0.51 -0.955
C -0.4509 1.0227 -2.7859 1.51 -1.31 2.78 0.641
C 0.2365 5.4897 -0.5578 0.50 1.85 -1.61 -1.062
C -1.6191 2.1303 -4.5933 -0.13 0.49 0.75 -0.528
C 1.7905 -2.2295 -1.5624 -0.62 1.22 -0.82 -0.901
C -3.0838 0.9133 1.0875 0.29 -1.67 0.82 0.319
C 3.5073 5.2645 -0.6133 1.33 0.81 -1.24 -1.193
C -4.2612 -1.5744 0.2486 -2.56 0.61 0.48 -1.270
C 0.4690 1.5933 -6.3475 -0.03 -0.32 0.83 -0.761
C -0.4308 1.5556 -4.0728 -1.27 0.41 -2.67 -0.075
C -1.7256 2.5299 -5.9168 -0.50 0.54 -0.55 -0.582
C -1.0117 0.6788 5.8290 -0.18 -1.18 -0.74 -1.055
C 2.8438 1.5165 0.6274 1.22 1.67 -1.07 -1.306
C -1.0099 -6.1486 -2.7260 0.43 1.20 -0.95 -1.176
C -1.3877 -2.5473 3.2012 -0.86 -1.24 -0.66 -1.066
C -5.0208 -0.5067 0.6525 1.64 0.53 0.64 -0.382
C -0.8745 -0.2361 3.5217 -1.40 1.59 2.67 -0.929
C 3.2132 3.2442 -2.0211 0.31 -0.31 -1.65 -0.881
C -0.2039 0.4687 -1.7126 -0.75 0.29 -0.37 -0.296
H 1.5447 -1.1878 -1.9280 0.27 -1.00 0.54 -0.635
H -5.9271 1.1493 2.4751 -0.17 -0.02 0.33 0.398
H 2.5124 -5.8501 -4.3967 -1.33 0.41 0.91 0.326
H -1.8649 -3.3619 3.7955 0.21 0.69 -0.39 0.459
H -0.3234 -2.6845 3.2761 0.37 -0.21 -0.11 0.315
H 3.1677 -1.6322 2.3575 -0.72 0.38 -0.22 0.113
H 2.8901 1.5318 1.6855 -0.45 0.55 1.16 0.095
H -5.9858 2.1582 0.9818 0.22 -0.39 0.52 0.347
H 2.5446 -2.5922 -2.2361 -0.09 -0.32 -0.61 0.720
H -0.7496 2.5791 -7.8237 0.07 -0.14 -0.15 0.412
H 3.5846 -5.1428 -2.5597 0.41 0.12 0.14 0.344
H 0.6652 3.8866 2.3419 -0.16 0.54 -0.11 0.139
H -4.7771 -2.5116 0.0199 0.48 0.35 -0.03 0.458
H 2.3668 2.9861 -2.6472 -0.45 0.33 -0.23 0.356
H -1.7796 1.3333 6.2194 0.15 0.15 0.54 0.350
H 1.2623 -6.8438 -3.5463 0.39 0.33 -0.14 0.423
H -2.4294 2.3113 -3.8707 0.26 -0.11 -0.57 0.377
H 1.6428 -2.3994 2.0842 -0.41 -0.04 -0.11 0.526
H 1.9753 0.4569 3.0163 -0.27 -0.48 0.42 -0.142
H 0.6784 6.5202 -0.3617 -0.50 -1.05 -0.62 0.320
H 0.7041 -5.5003 -4.5507 1.07 -0.08 0.46 0.374
H -3.7301 -1.6161 3.8844 -0.26 0.09 -0.20 0.468
H 3.6079 2.2700 -1.8025 0.78 -0.35 0.44 0.219
H -6.0767 -0.4567 0.8629 -0.27 -0.67 -0.54 0.485
H 0.3837 5.1557 -1.6377 -0.18 0.69 1.37 0.288
H -2.3739 -4.2246 -3.7886 -0.35 -0.19 -0.13 0.403
H -1.6661 -2.8053 -3.0177 -0.04 -0.32 0.19 0.315
H -0.9527 2.3076 2.9045 0.12 0.05 0.13 -0.498
H -2.6470 -3.9281 -2.0012 -0.08 0.18 -0.88 0.368
H 4.6324 5.1084 -0.6265 -1.35 -0.03 0.07 0.409
H 4.0471 -0.2868 0.6312 0.51 0.55 0.18 0.436
H 2.6807 -6.0905 -1.3526 0.13 0.52 0.03 0.313
H -1.2950 -0.3735 5.9813 0.20 0.53 0.51 0.435
H -2.3657 -3.2187 -0.0432 -0.03 -0.58 -0.37 0.233
H 1.4706 0.7552 -4.5942 -0.02 0.07 -0.31 0.418
H 3.2238 0.0112 -0.8723 -0.18 -0.07 -0.22 0.400
H -4.7108 2.4786 2.1842 -0.58 -1.02 -0.28 0.361
H -0.2988 -6.7052 -2.1059 -0.34 -0.02 -0.37 0.354
H 3.2932 6.0316 -1.3989 0.06 -0.51 0.63 0.346
H -0.8689 4.0026 1.4536 0.02 0.70 0.32 0.276
H -0.8399 5.5845 -0.3363 0.40 -0.23 -0.25 0.416
H -2.6619 3.0539 -6.3063 1.46 -0.86 0.69 0.319
H 3.9313 3.8040 -2.6497 -0.35 -0.28 0.52 0.419
H 1.5036 -0.9470 4.0375 -0.04 0.24 -0.76 0.460
H -0.2385 -2.5904 -1.1380 -0.20 -0.71 -0.22 -0.333
H 2.8247 -4.2509 -1.1737 0.32 -1.21 -0.28 0.099
H 3.6981 2.1624 0.2990 -0.42 -0.89 0.32 0.774
H -3.2183 -0.1572 4.7656 0.05 0.41 -0.09 0.377
H 3.2358 5.6437 0.3532 -0.20 0.11 0.40 0.393
H 3.4331 -2.5827 -0.1856 -0.46 0.90 0.25 0.391
H -2.0310 -6.3699 -2.4535 -0.17 -0.10 0.21 0.396
H -1.2070 2.9209 4.5422 0.49 -0.20 -0.06 0.590
H 1.8407 -2.9823 0.4356 0.20 -0.11 -0.71 0.833
H 0.4539 2.3262 4.0228 -0.42 0.63 0.31 0.140
H 1.1973 1.2105 -7.0513 0.19 0.38 0.06 0.398
H -0.8818 -6.2913 -3.8272 -0.32 -0.71 1.11 0.411
H -0.0010 0.8406 6.2238 -0.38 0.35 0.14 0.298
H -1.6965 -2.6357 2.1137 0.39 0.07 1.47 0.168
H 0.0844 5.5597 2.0033 -0.42 -0.93 -0.17 0.398
H -2.8976 -1.7776 5.3880 -0.03 0.10 0.24 0.474
```
Forces are in eV/Å.